(1)
Below is a structure of composition C62H73FGeN3O3SeTl, with properties calculated with ωB97M-V/def2-TZVPD.

Geometry (Å):
1 Tl 0.1437 0.1916 0.9300
2 O 0.5405 -1.8792 0.6867
3 C -0.0091 -2.6685 -0.3132
4 C -1.1668 -1.9214 -1.0318
5 C -2.2644 -1.5553 -0.0830
6 C -3.4741 -2.2315 -0.0898
7 C -4.4566 -1.8599 0.8087
8 C -4.2036 -0.8283 1.6919
9 C -2.9695 -0.1925 1.6786
10 C -2.6889 0.9681 2.5922
11 C -1.5160 0.8215 3.5985
12 O -0.2978 0.6955 2.9416
13 C -1.5147 2.1213 4.4246
14 C -2.5338 2.3957 5.3344
15 C -2.5459 3.5850 6.0477
16 C -1.5311 4.5170 5.8642
17 C -0.5059 4.2425 4.9714
18 C -0.4972 3.0504 4.2554
19 C -1.6880 -0.3626 4.5603
20 C -0.5666 -0.7526 5.2940
21 C -0.6324 -1.8054 6.1888
22 C -1.8268 -2.4963 6.3733
23 C -2.9501 -2.1072 5.6663
24 C -2.8797 -1.0413 4.7711
25 N -2.0369 -0.5642 0.7909
26 C -0.6222 -3.9211 0.3360
27 C -0.9574 -5.0425 -0.4178
28 C -1.5990 -6.1247 0.1701
29 C -1.9131 -6.0987 1.5232
30 C -1.5730 -4.9871 2.2821
31 C -0.9325 -3.9045 1.6923
32 C 1.0815 -3.0681 -1.3133
33 C 0.8687 -3.2447 -2.6767
34 C 1.9011 -3.6682 -3.5096
35 C 3.1607 -3.9129 -2.9890
36 C 3.3868 -3.7211 -1.6304
37 C 2.3589 -3.3003 -0.8034
38 H -0.7589 -1.0163 -1.5021
39 H -1.5932 -2.5402 -1.8206
40 H -3.6215 -3.0427 -0.7908
41 H -5.4134 -2.3680 0.8173
42 H -4.9592 -0.4987 2.3927
43 H -2.4315 1.8423 1.9853
44 H -3.6076 1.2127 3.1262
45 H -3.3163 1.6621 5.5027
46 H -3.3430 3.7819 6.7551
47 H -1.5354 5.4444 6.4241
48 H 0.2999 4.9542 4.8309
49 H 0.3082 2.8232 3.5703
50 H 0.3632 -0.2176 5.1409
51 H 0.2510 -2.0939 6.7467
52 H -1.8771 -3.3258 7.0683
53 H -3.8903 -2.6279 5.8065
54 H -3.7795 -0.7473 4.2491
55 H -0.7034 -5.0780 -1.4720
56 H -1.8470 -6.9934 -0.4288
57 H -2.4097 -6.9446 1.9836
58 H -1.8079 -4.9542 3.3401
59 H -0.6653 -3.0356 2.2832
60 H -0.1050 -3.0608 -3.1160
61 H 1.7151 -3.8044 -4.5681
62 H 3.9648 -4.2418 -3.6365
63 H 4.3728 -3.8906 -1.2141
64 H 2.5379 -3.1286 0.2520
65 C 3.4547 0.0865 -3.0285
66 C 3.5757 0.9423 -1.7670
67 C 4.5860 2.0730 -1.9802
68 C 3.9350 0.0902 -0.5649
69 C 5.0648 -0.7183 -0.6323
70 C 5.4243 -1.5338 0.4253
71 C 4.6399 -1.5563 1.5647
72 C 3.5179 -0.7407 1.6890
73 C 2.7297 -0.7982 2.9829
74 C 2.2939 -2.2305 3.2976
75 C 3.5376 -0.1975 4.1388
76 C 3.1795 0.1042 0.6200
77 N 2.0782 1.0156 0.7383
78 C 2.3626 2.3286 1.0679
79 C 3.6489 2.7898 1.4031
80 C 3.8845 4.1162 1.7346
81 C 2.8571 5.0485 1.7528
82 C 1.5756 4.6270 1.4235
83 C 1.3673 3.3107 1.0903
84 F 0.1023 2.9313 0.7454
85 H 3.1598 0.7068 -3.8787
86 H 2.7072 -0.7002 -2.9072
87 H 4.4082 -0.3909 -3.2730
88 H 2.6042 1.3954 -1.5682
89 H 5.5716 1.6717 -2.2355
90 H 4.6922 2.6926 -1.0875
91 H 4.2670 2.7154 -2.8062
92 H 5.6699 -0.7112 -1.5324
93 H 6.3074 -2.1582 0.3576
94 H 4.9114 -2.2109 2.3851
95 H 1.8313 -0.1890 2.8896
96 H 3.1545 -2.8801 3.4774
97 H 1.7085 -2.6476 2.4741
98 H 1.6765 -2.2481 4.1961
99 H 4.4620 -0.7591 4.3061
100 H 2.9550 -0.2253 5.0646
101 H 3.8039 0.8428 3.9379
102 H 4.4701 2.0852 1.4028
103 H 4.8940 4.4180 1.9874
104 H 3.0429 6.0811 2.0171
105 H 0.7278 5.3020 1.4182
106 O -1.7561 1.7470 -0.7515
107 C -2.8902 2.1608 -0.8696
108 C -3.2324 3.6276 -0.8769
109 C -3.7632 3.9399 -2.3016
110 C -3.1886 3.0447 -3.4260
111 C -3.9027 1.6962 -3.6468
112 C -3.6964 0.6721 -2.5290
113 N -3.9334 1.3102 -1.2189
114 H -2.3202 4.1763 -0.6493
115 H -3.9769 3.8744 -0.1170
116 H -3.5413 4.9837 -2.5251
117 H -4.8542 3.8574 -2.3173
118 H -2.1251 2.8591 -3.2454
119 H -3.2465 3.6041 -4.3620
120 H -3.5643 1.2572 -4.5915
121 H -4.9768 1.8878 -3.7659
122 H -2.6691 0.3093 -2.5252
123 H -4.3593 -0.1857 -2.6456
124 H -4.8183 1.8003 -1.2209
125 C -0.8305 0.2387 -7.9741
126 Ge -0.2336 -0.1209 -6.1490
127 C -1.5185 -1.2851 -5.2330
128 C 1.5387 -0.9295 -6.1541
129 C -0.1285 1.5955 -5.1893
130 Se 0.1312 1.2591 -3.2948
131 C 0.5810 3.0616 -2.7296
132 H -0.8811 -0.6857 -8.5534
133 H -0.1350 0.9164 -8.4735
134 H -1.8209 0.6990 -7.9772
135 H -1.2797 -2.3359 -5.4122
136 H -2.5350 -1.1017 -5.5886
137 H -1.4941 -1.1106 -4.1547
138 H 1.5178 -1.9002 -6.6538
139 H 1.8974 -1.0706 -5.1326
140 H 2.2460 -0.2864 -6.6831
141 H -1.0364 2.1839 -5.3333
142 H 0.7202 2.1652 -5.5723
143 H 1.4773 3.4004 -3.2448
144 H 0.7679 3.0241 -1.6563
145 H -0.2462 3.7425 -2.9230

The net charge is 0. The gap between HOMO and LUMO is 0.27787 Eh.


(2)
Below is a cluster of 2 separate species, C4H7NS in total at a distorted geometry, with properties calculated with ωB97M-V/def2-TZVPD.

Geometry (Å):
1 C 1.1697 0.3328 -0.2938
2 C -0.2859 -1.4428 0.1926
3 C 0.4081 1.6165 -0.3094
4 C -1.6488 -1.2495 0.6442
5 N 2.2959 0.1115 -0.7157
6 S 0.5387 -2.7444 -0.0422
7 H 0.7427 2.1493 -1.1915
8 H -0.5606 1.4942 -0.5792
9 H 0.4848 2.1369 0.5501
10 H -2.2866 -2.0389 1.0382
11 H -1.5957 -0.6940 1.6322
12 H -2.1444 -0.6478 -0.1098
13 H 2.8821 0.9761 -0.8156

The net charge is 0. The gap between HOMO and LUMO is 0.28465 Eh.


(3)
Below is a cluster of 2 separate species, C3H6N4O in total at a distorted geometry, with properties calculated with ωB97M-V/def2-TZVPD.

Geometry (Å):
1 C -0.8702 -0.8062 1.6997
2 C 0.3494 1.4844 -1.3268
3 C 1.0220 -0.3456 0.2184
4 N 0.4787 1.7999 0.1232
5 N 0.9882 0.8538 0.8086
6 N -1.5896 -1.5764 1.0495
7 N 0.5927 -0.7059 -1.0676
8 O -0.2155 0.2352 -1.6450
9 H -0.9688 -0.1628 2.4526
10 H -0.3133 2.1470 -1.7207
11 H 1.2946 1.5991 -1.6956
12 H 1.3816 -1.1373 0.7522
13 H -2.5212 -1.6553 1.3972
14 H 0.3712 -1.7297 -1.0457

The net charge is 0. The gap between HOMO and LUMO (spin up / spin down) is 0.29400 / 0.28796 Eh.


(4)
Below is the ion C25H33FN3O3 with charge +1, with properties calculated with ωB97M-V/def2-TZVPD.

Geometry (Å):
1 C -6.3965 -2.7237 1.5314
2 O -5.6146 -1.5782 1.2644
3 C -4.9673 -1.4844 0.0751
4 C -4.9535 -2.4924 -0.8849
5 C -4.2322 -2.3564 -2.0566
6 C -3.5065 -1.2072 -2.2976
7 C -3.5249 -0.1735 -1.3718
8 C -2.7819 1.1104 -1.6335
9 N -1.8449 1.4230 -0.5269
10 C -1.2873 2.7877 -0.6240
11 C -0.4457 3.1044 0.6052
12 C 0.6793 2.0797 0.8113
13 C 1.7242 2.1649 -0.3059
14 O 1.3635 2.1940 -1.4763
15 N 3.0255 2.2130 0.0238
16 C 3.6362 2.0137 1.3167
17 C 4.0277 0.5322 1.4586
18 N 4.2694 -0.0075 0.1311
19 C 4.5392 -1.3748 0.0327
20 C 5.7175 -1.8906 -0.5089
21 C 5.9180 -3.2542 -0.6246
22 C 4.9554 -4.1495 -0.1937
23 C 3.7738 -3.6692 0.3452
24 C 3.5822 -2.3086 0.4392
25 F 2.3900 -1.8641 0.9358
26 C 4.9750 0.9259 -0.7184
27 C 4.0123 2.0890 -1.0386
28 C 0.0686 0.6701 0.8233
29 C -0.7531 0.4287 -0.4330
30 C -4.2557 -0.2989 -0.1859
31 O -4.1628 0.7743 0.6800
32 C -5.2588 1.1004 1.5239
33 H -6.8383 -2.5483 2.5105
34 H -7.1921 -2.8462 0.7919
35 H -5.7819 -3.6271 1.5688
36 H -5.5014 -3.4032 -0.7117
37 H -4.2346 -3.1573 -2.7777
38 H -2.9387 -1.0998 -3.2078
39 H -2.2175 1.0462 -2.5650
40 H -3.4961 1.9357 -1.7084
41 H -2.4204 1.3567 0.3306
42 H -2.1074 3.5023 -0.7135
43 H -0.6555 2.8367 -1.5143
44 H -0.0225 4.1023 0.4870
45 H -1.0797 3.1127 1.4961
46 H 1.1337 2.2736 1.7809
47 H 4.5284 2.6457 1.3470
48 H 2.9923 2.3208 2.1376
49 H 3.2215 -0.0285 1.9326
50 H 4.9220 0.4500 2.0972
51 H 6.4947 -1.2156 -0.8307
52 H 6.8427 -3.6177 -1.0450
53 H 5.1171 -5.2118 -0.2771
54 H 2.9942 -4.3346 0.6809
55 H 5.2518 0.4312 -1.6483
56 H 5.8906 1.3035 -0.2386
57 H 4.5630 3.0289 -1.1394
58 H 3.4671 1.9002 -1.9642
59 H 0.8523 -0.0840 0.8774
60 H -0.5640 0.5591 1.7079
61 H -1.1887 -0.5716 -0.4230
62 H -0.1199 0.5420 -1.3162
63 H -5.0838 2.1289 1.8392
64 H -6.2027 1.0423 0.9819
65 H -5.2981 0.4483 2.3960

As for the structure (SMILES): COc1cccc(C[N@H+]2CC[C@@H](C(=O)N3CCN(c4ccccc4F)CC3)CC2)c1OC. The net charge is +1. The gap between HOMO and LUMO is 0.30863 Eh.


(5)
Below is a cluster of 2 separate species, FNO2 in total at a distorted geometry, with properties calculated with ωB97M-V/def2-TZVPD.

Geometry (Å):
1 N -0.7460 0.2587 -0.0336
2 O -1.4246 -0.6798 0.0159
3 O 0.3381 0.6464 0.0235
4 F 2.2775 -0.3661 -0.0030

The net charge is 0. The gap between HOMO and LUMO (spin up / spin down) is 0.26326 / 0.44233 Eh.


(6)
Below is an isolated molecule of C4H7NOS at a distorted geometry, with properties calculated with ωB97M-V/def2-TZVPD.

Geometry (Å):
1 C 2.5814 0.6197 -0.0713
2 S 1.6414 -0.9485 0.0220
3 C 0.0437 -0.4112 0.0781
4 N -0.3283 0.8075 0.0118
5 C -1.7545 0.8341 0.0895
6 O -2.2544 -0.5209 -0.0115
7 C -1.1688 -1.4209 0.0854
8 H 3.3687 0.4480 0.5075
9 H 1.7340 1.2828 0.1214
10 H 2.8020 0.6899 -1.1576
11 H -2.0152 1.2289 0.9589
12 H -2.1006 1.3918 -0.7357
13 H -1.1635 -2.0003 -0.8595
14 H -1.3858 -2.0009 0.9609

As for the structure (SMILES): CSC1=NCOC1. The net charge is 0. The gap between HOMO and LUMO is 0.35839 Eh.


(7)
Below is the ion C18H16Cl2N3O with charge +1 at a distorted geometry, with properties calculated with ωB97M-V/def2-TZVPD.

Geometry (Å):
1 O -1.4186 0.7550 2.1617
2 C -1.4737 1.3033 0.9677
3 C -0.1841 2.1285 0.5233
4 N 0.9191 1.4043 0.1878
5 C 1.5938 0.6067 1.3416
6 N 1.5565 1.0692 2.5338
7 C 2.2565 0.1634 3.5128
8 C 2.9182 -1.0532 2.8980
9 C 2.1333 -1.7277 1.6210
10 N 2.2619 -0.7393 0.7168
11 C 1.7590 -0.5840 -0.8807
12 C 1.6630 -1.7081 -1.6427
13 C 0.9183 -1.4683 -2.6367
14 C 0.2846 -0.5050 -3.1494
15 C 0.1407 0.5003 -1.9502
16 C 0.7482 0.4014 -0.8374
17 C -2.3775 0.8822 -0.1915
18 C -2.9852 1.9524 -0.7527
19 C -3.9857 1.4243 -1.4669
20 C -4.0951 0.1604 -1.9114
21 Cl -5.0527 -0.4304 -3.3622
22 C -3.3801 -0.5903 -1.3381
23 C -2.5054 -0.3957 -0.4035
24 Cl -1.5523 -1.4543 0.4406
25 H 0.1856 2.7847 1.3958
26 H -0.3298 2.6610 -0.2697
27 H 3.0234 0.7951 3.7618
28 H 1.4833 -0.0936 4.1801
29 H 2.8712 -2.0658 3.7601
30 H 3.8328 -1.2496 2.7609
31 H 2.5406 -2.7023 1.1535
32 H 1.0653 -1.5963 1.7842
33 H 3.2450 -0.3551 0.5883
34 H 2.2985 -2.4903 -1.2975
35 H 1.0505 -2.3868 -3.5415
36 H -0.2465 -0.2414 -3.9508
37 H -0.4243 1.4261 -2.3783
38 H -2.8726 2.9635 -0.4441
39 H -4.5958 2.2799 -2.1706
40 H -3.2698 -1.8242 -1.7140

As for the structure (SMILES): O=C(CN1C2=NCCC[N@H+]2c2ccccc21)c1ccc(Cl)cc1Cl. The net charge is +1. The gap between HOMO and LUMO is 0.29955 Eh.


(8)
Below is an isolated molecule of C49H66N4O5, with properties calculated with ωB97M-V/def2-TZVPD.

Geometry (Å):
1 C -0.3592 3.6295 5.4502
2 C -1.0924 3.2798 4.1611
3 C -2.1980 2.2397 4.3628
4 C -1.6934 0.8293 4.6765
5 C -0.9986 0.1323 3.5049
6 H -0.3119 0.8251 3.0148
7 H -0.3997 -0.6904 3.8967
8 C -1.9963 -0.4217 2.4755
9 N -1.3674 -0.7417 1.2079
10 C -1.0364 0.1768 0.2733
11 O -0.3903 -0.1266 -0.7211
12 C -1.5422 1.5969 0.4354
13 C -2.8959 1.7797 -0.2703
14 C -2.8226 1.4867 -1.7747
15 C -3.1892 0.0412 -2.1115
16 H -4.2711 -0.0944 -2.0453
17 H -2.7257 -0.6277 -1.3894
18 C -2.7343 -0.3821 -3.5138
19 N -1.2882 -0.3039 -3.6503
20 C -0.6422 0.7033 -4.3339
21 C 0.7057 0.8514 -4.2413
22 C 1.4737 1.9358 -4.8534
23 O 1.0477 2.8938 -5.4650
24 O 2.7927 1.7645 -4.6171
25 C 3.6635 2.8710 -4.8395
26 C 4.1265 3.3937 -3.5032
27 C 3.8879 4.7043 -3.1183
28 C 4.3029 5.1517 -1.8750
29 C 4.9450 4.2895 -1.0035
30 C 5.1662 2.9739 -1.3748
31 C 4.7628 2.5300 -2.6196
32 H 4.9308 1.5050 -2.9137
33 H 5.6556 2.2952 -0.6923
34 H 5.2733 4.6386 -0.0355
35 H 4.1210 6.1771 -1.5867
36 H 3.3792 5.3770 -3.7935
37 H 4.5088 2.4948 -5.4254
38 H 3.1333 3.6400 -5.4101
39 C 1.5076 -0.0369 -3.3224
40 N 0.7552 -1.2509 -3.0722
41 C -0.5858 -1.3270 -3.0243
42 O -1.1597 -2.3113 -2.5825
43 H 1.2211 -1.9513 -2.5144
44 C 1.8842 0.6699 -2.0266
45 C 1.4415 1.9485 -1.7225
46 C 1.7439 2.5315 -0.5084
47 C 2.4842 1.8468 0.4507
48 C 2.9679 0.5824 0.1242
49 C 2.6801 0.0108 -1.0988
50 H 3.0721 -0.9708 -1.3301
51 H 3.5839 0.0464 0.8318
52 C 2.7169 2.4353 1.7772
53 C 2.6958 1.6386 2.9209
54 C 2.8866 2.1920 4.1730
55 C 3.1086 3.5519 4.3076
56 C 3.1324 4.3546 3.1793
57 C 2.9341 3.8037 1.9271
58 H 2.9675 4.4341 1.0511
59 H 3.3073 5.4166 3.2765
60 H 3.2624 3.9832 5.2857
61 H 2.8614 1.5587 5.0482
62 H 2.5119 0.5783 2.8295
63 H 1.3669 3.5200 -0.2866
64 H 0.8353 2.4955 -2.4296
65 H 2.4369 -0.3418 -3.8250
66 C -1.4815 1.5708 -5.2186
67 H -2.1891 2.1546 -4.6332
68 H -0.8437 2.2593 -5.7615
69 H -2.0325 0.9600 -5.9326
70 H -3.0206 -1.4260 -3.6739
71 H -3.2154 0.2325 -4.2697
72 H -3.4946 2.1607 -2.3125
73 H -1.8035 1.6841 -2.1103
74 H -3.6490 1.1362 0.1910
75 H -3.2080 2.8155 -0.1170
76 H -0.8079 2.2430 -0.0484
77 H -1.6235 1.8935 1.4768
78 C -1.0875 -2.1428 0.9014
79 H -0.6389 -2.1419 -0.0968
80 C -0.1059 -2.8089 1.8737
81 C 0.0662 -4.2881 1.5215
82 C 1.0611 -4.9513 2.4708
83 C 2.4104 -4.2406 2.4290
84 C 2.2424 -2.7631 2.7689
85 C 1.2522 -2.1122 1.8095
86 H 1.1368 -1.0520 2.0384
87 H 1.6350 -2.1797 0.7886
88 H 1.8760 -2.6665 3.7941
89 H 3.2086 -2.2557 2.7110
90 H 3.1010 -4.7108 3.1324
91 H 2.8376 -4.3338 1.4277
92 H 1.1856 -6.0016 2.1989
93 H 0.6649 -4.9153 3.4881
94 H -0.8966 -4.7972 1.5883
95 H 0.4234 -4.3760 0.4923
96 H -0.5112 -2.7467 2.8879
97 C -2.4242 -2.8980 0.8476
98 O -3.0601 -3.1794 1.8504
99 N -2.8333 -3.1707 -0.3977
100 H -2.2419 -2.9397 -1.1906
101 C -4.0349 -3.9187 -0.6844
102 C -3.7082 -5.2309 -1.3960
103 C -4.9688 -6.0163 -1.7459
104 C -4.6383 -7.3263 -2.4505
105 H -4.0928 -7.1362 -3.3723
106 H -4.0222 -7.9564 -1.8130
107 H -5.5475 -7.8704 -2.6950
108 H -5.6064 -5.4074 -2.3912
109 H -5.5275 -6.2261 -0.8313
110 H -3.0684 -5.8349 -0.7494
111 H -3.1474 -5.0073 -2.3066
112 H -4.6966 -3.3110 -1.3125
113 H -4.5317 -4.1105 0.2699
114 H -2.8048 0.2936 2.3119
115 H -2.4510 -1.3379 2.8563
116 H -2.5387 0.2145 4.9942
117 H -0.9986 0.8848 5.5155
118 H -2.8262 2.2094 3.4695
119 H -2.8335 2.5703 5.1879
120 H -1.5465 4.1892 3.7595
121 H -0.3660 2.9281 3.4255
122 H 0.3685 4.4156 5.2637
123 H 0.1734 2.7674 5.8423
124 H -1.0597 3.9776 6.2064

The net charge is 0. The gap between HOMO and LUMO is 0.32912 Eh.